Below is C37H48N3O8P3Se2Ti as an isolated structure, with properties calculated with the ωB97M-V functional and the def2-TZVPD basis.

Results
HOMO   -0.483 hartree
ΔE to the lowest compared entry with this formula, charge and spin   0.0 kcal per mole
Net charge   +2
2S+1   1

Each line ends with the Mulliken charge.
Positions of all 102 atoms, in Å:
Ti -0.139 0.535 0.064  -0.818
O 1.227 0.993 -3.707  -0.544
C 1.214 0.792 -2.526  -0.476
N 0.522 1.529 -1.547  1.204
C 0.107 2.822 -1.865  0.013
O 0.223 3.401 -2.910  -0.579
C -0.527 3.468 -0.671  0.168
C -0.928 4.789 -0.672  -0.598
C -1.486 5.300 0.488  -0.552
C -1.632 4.466 1.589  -0.890
C -1.212 3.153 1.501  -0.282
N -0.656 2.666 0.385  0.421
C 1.978 -0.331 -1.902  0.508
C 2.933 -1.029 -2.609  -0.539
C 3.624 -2.040 -1.957  -0.689
C 3.328 -2.297 -0.629  -1.038
C 2.354 -1.544 0.005  -0.359
N 1.680 -0.580 -0.623  0.770
H -0.781 5.378 -1.567  0.600
H -1.798 6.335 0.538  0.477
H -2.054 4.829 2.515  0.505
H -1.296 2.474 2.338  0.437
H 3.120 -0.758 -3.639  0.610
H 4.389 -2.606 -2.472  0.490
H 3.849 -3.062 -0.071  0.516
H 2.125 -1.709 1.048  0.444
C -4.517 3.063 -0.202  -1.156
C -4.930 1.924 0.697  0.905
C -6.398 1.910 1.038  -1.606
O -4.649 0.658 -0.039  -0.488
P -3.427 -0.230 0.318  -0.563
O -2.133 0.543 0.396  1.530
C -3.360 -1.427 -1.025  -0.053
P -2.010 -0.952 -2.123  -0.773
O -0.769 -0.936 -1.265  1.301
O -1.942 -1.905 -3.337  -0.074
C -1.618 -3.352 -3.359  0.865
C -2.077 -3.847 -4.708  -1.681
C -0.138 -3.539 -3.113  -0.972
O -2.331 0.453 -2.681  -0.282
C -2.887 0.804 -4.028  0.446
C -3.745 2.023 -3.798  -1.181
C -1.738 1.030 -4.975  -1.289
O -3.626 -0.933 1.688  0.098
C -4.858 -1.633 2.129  0.546
C -4.576 -3.117 2.095  -1.104
C -5.169 -1.107 3.508  -1.496
H -4.656 4.009 0.323  0.479
H -5.135 3.079 -1.100  0.360
H -3.469 2.977 -0.494  -0.080
H -4.320 1.904 1.604  0.214
H -6.998 1.863 0.129  0.358
H -6.656 2.825 1.572  0.435
H -6.654 1.063 1.675  0.355
H -4.315 -1.473 -1.550  0.720
H -3.127 -2.407 -0.599  -0.261
H -2.216 -3.808 -2.567  -0.069
H -1.514 -3.356 -5.501  0.364
H -3.140 -3.662 -4.855  0.413
H -1.902 -4.921 -4.777  0.445
H 0.434 -3.027 -3.888  0.340
H 0.100 -4.602 -3.158  0.532
H 0.166 -3.160 -2.137  -0.029
H -3.494 -0.048 -4.336  0.388
H -3.135 2.847 -3.423  0.243
H -4.546 1.812 -3.090  0.171
H -4.192 2.333 -4.742  0.501
H -1.101 1.843 -4.627  0.206
H -2.136 1.293 -5.955  0.568
H -1.129 0.134 -5.084  0.272
H -5.651 -1.366 1.426  0.509
H -3.706 -3.351 2.712  -0.047
H -4.387 -3.474 1.083  0.325
H -5.436 -3.661 2.486  0.533
H -4.350 -1.336 4.191  0.190
H -6.076 -1.580 3.886  0.478
H -5.324 -0.028 3.498  0.358
Se -0.409 -0.750 2.540  0.464
P 0.778 -2.688 2.996  -0.140
Se 1.171 0.874 2.097  -0.491
C 0.534 -2.724 4.791  0.828
C -0.707 -2.597 5.421  -0.134
C -0.792 -2.631 6.800  -0.769
C 0.361 -2.794 7.565  -0.509
C 1.595 -2.919 6.949  -0.660
C 1.684 -2.880 5.563  -0.776
C -0.501 -3.834 2.352  0.177
C -0.764 -3.834 0.978  0.761
C -1.589 -4.797 0.423  -0.368
C -2.170 -5.773 1.226  -0.780
C -1.911 -5.781 2.587  -0.824
C -1.077 -4.821 3.149  -0.705
H -1.608 -2.477 4.830  0.533
H -1.753 -2.533 7.287  0.433
H 0.291 -2.823 8.644  0.402
H 2.490 -3.046 7.543  0.418
H 2.650 -2.973 5.082  0.388
H -0.305 -3.085 0.339  0.074
H -1.761 -4.813 -0.647  0.306
H -2.806 -6.531 0.790  0.443
H -2.346 -6.545 3.218  0.439
H -0.868 -4.856 4.210  0.442